Computed, not measured: C14H16Cl5O4Zn as an isolated structure in a non-equilibrium geometry, with ωB97M-V with the def2-TZVPD basis set.

CARTESIAN COORDINATES (ANGSTROEM)
Zn1 -0.536 -0.053 -0.006
C1 -1.322 -2.634 1.025
C2 -2.395 -1.690 1.479
O1 -1.917 -0.318 1.467
C3 -1.552 0.271 2.736
C4 -0.061 0.116 2.965
O2 0.521 0.841 1.883
C5 1.855 0.477 1.379
C6 1.835 -0.475 0.250
O3 0.898 -1.769 -2.423
C7 0.458 -3.048 -2.207
C8 0.037 -3.276 -0.762
O4 -0.926 -2.284 -0.285
H1 -1.744 -3.645 1.055
H2 -0.459 -2.629 1.704
H3 -2.723 -1.943 2.487
H4 -3.255 -1.713 0.812
H5 -2.165 -0.167 3.522
H6 -1.788 1.331 2.653
H7 0.249 -0.933 2.951
H8 0.229 0.560 3.920
H9 2.438 0.072 2.207
H10 2.280 1.442 1.107
H11 1.962 -1.542 0.187
H12 2.787 0.484 -1.964
H13 1.180 -3.846 -2.446
H14 -0.441 -3.242 -2.821
H15 0.895 -3.238 -0.079
H16 -0.440 -4.256 -0.658
Cl1 1.653 0.084 -1.377
C9 0.440 1.345 -1.055
C10 0.438 2.551 -1.605
C11 -0.764 3.401 -1.472
Cl2 -2.155 2.930 -0.605
C12 -0.551 4.543 -2.136
Cl3 -1.598 5.855 -2.316
C13 0.812 4.500 -2.722
Cl4 1.467 5.756 -3.636
C14 1.391 3.332 -2.400
Cl5 2.967 2.808 -2.813

charge: +1
energy above the lowest of the compared OMol25 structures with the same formula, charge and spin: 89.1 kcal/mol
orbital gap: 6.3 eV
E: -4923.6878 a.u.
molar mass: 490.93 Da
E_LUMO: -4.21 eV


Computed, not measured: C14H16F3IrNO8 as an isolated structure in a non-equilibrium geometry, with ωB97M-V with the def2-TZVPD basis set.

CARTESIAN COORDINATES (ANGSTROEM)
Ir1 -0.654 -0.417 0.237
O1 2.411 -1.032 0.087
C1 1.911 -1.279 1.292
O2 0.658 -1.418 1.463
C2 2.915 -1.494 2.427
O3 3.068 -0.379 3.293
C3 4.295 0.403 3.250
C4 3.911 1.866 3.037
O4 2.907 2.187 3.902
O5 4.427 2.572 2.227
H1 1.579 -0.870 -0.475
H2 3.852 -1.868 1.960
H3 2.487 -2.291 3.032
H4 4.918 0.102 2.459
H5 4.812 0.307 4.214
C5 -2.478 3.140 0.548
C6 -2.499 1.602 0.785
C7 -3.990 1.258 1.002
O6 -1.804 0.859 -0.218
C8 -1.811 1.235 2.165
O7 -2.056 1.889 3.152
O8 -1.137 0.029 2.050
H6 -3.041 3.453 -0.352
H7 -1.408 3.444 0.531
H8 -2.957 3.623 1.401
H9 -4.636 1.952 0.508
H10 -4.249 1.362 2.062
H11 -4.284 0.262 0.563
H12 2.733 3.141 3.827
F1 -1.962 -3.125 -5.551
C9 -1.259 -1.977 -5.425
F2 -2.115 -0.921 -5.617
F3 -0.381 -1.987 -6.527
C10 -0.623 -1.901 -4.050
C11 -0.958 -2.851 -3.043
C12 -0.731 -2.487 -1.751
N1 -0.259 -1.189 -1.469
C13 0.080 -0.272 -2.416
C14 0.067 -0.727 -3.727
H13 -1.353 -3.850 -3.287
H14 -1.005 -3.082 -0.902
H15 0.282 0.762 -2.150
H16 0.340 -0.028 -4.512

charge: +2
⟨S²⟩: 8.800
energy above the lowest of the compared OMol25 structures with the same formula, charge and spin: 0.0 kcal/mol
orbital gap (spin up / spin down): 4.4 / 2.9 eV
E: -1602.7648 a.u.
spin multiplicity: 6
molar mass: 575.49 Da
E_LUMO (spin up / spin down): -7.58 / -12.95 eV


Computed, not measured: one molecule with the formula C14H16N2O2S2, with ωB97M-V with the def2-TZVPD basis set.

CARTESIAN COORDINATES (ANGSTROEM)
O1 -3.336 2.452 -0.328
C1 -2.163 2.115 -0.282
N1 -1.629 1.437 0.759
H1 -0.667 1.125 0.731
C2 -2.447 0.984 1.857
H2 -1.869 1.073 2.781
C3 -2.957 -0.456 1.669
H3 -3.362 -0.810 2.618
C4 -1.882 -1.416 1.160
C5 -0.690 -1.553 2.117
N2 0.504 -1.991 1.429
C6 1.281 -1.107 0.769
O2 1.059 0.097 0.776
C7 2.435 -1.661 0.053
C8 3.351 -0.934 -0.658
C9 4.354 -1.730 -1.242
C10 4.192 -3.052 -0.972
S1 2.813 -3.355 0.000
H4 4.801 -3.877 -1.286
H5 5.160 -1.339 -1.836
H6 3.294 0.136 -0.745
H7 0.660 -2.979 1.308
H8 -0.454 -0.580 2.552
H9 -0.911 -2.256 2.922
H10 -2.327 -2.397 0.984
H11 -1.512 -1.045 0.202
H12 -3.767 -0.440 0.938
H13 -3.307 1.655 1.917
C11 -1.224 2.445 -1.366
C12 0.097 2.141 -1.553
C13 0.604 2.659 -2.760
C14 -0.335 3.345 -3.468
S2 -1.857 3.375 -2.682
H14 -0.217 3.838 -4.413
H15 1.620 2.528 -3.088
H16 0.688 1.569 -0.861

charge: 0
energy above the lowest of the compared OMol25 structures with the same formula, charge and spin: 0.0 kcal/mol
orbital gap: 8.8 eV
E: -1599.4932 a.u.
molar mass: 308.43 Da
E_LUMO: 0.09 eV


Computed, not measured: one molecule with the formula C14H16N2O2S4 in a non-equilibrium geometry, with ωB97M-V with the def2-TZVPD basis set.

CARTESIAN COORDINATES (ANGSTROEM)
O1 0.536 -0.386 -1.103
O2 -1.795 -0.251 2.503
S1 2.281 -0.100 1.376
S2 1.111 0.696 2.795
C1 4.204 -2.881 -3.485
C2 -5.086 3.329 0.676
C3 2.928 -2.458 -3.941
C4 4.412 -3.088 -2.125
C5 -4.468 3.103 1.949
C6 -4.568 2.620 -0.548
C7 1.935 -2.183 -3.030
C8 3.348 -2.804 -1.249
C9 -3.366 2.401 2.011
C10 -3.483 1.737 -0.336
C11 2.133 -2.287 -1.719
C12 -2.880 1.601 0.958
N1 1.466 -1.447 0.917
N2 -0.071 1.504 1.896
S3 0.754 -1.784 -0.642
S4 -1.463 0.520 1.300
C13 1.161 -2.351 2.012
C14 0.378 2.747 1.069
H1 4.886 -2.968 -4.242
H2 -5.924 4.013 0.605
H3 2.653 -2.268 -4.999
H4 5.399 -3.487 -1.898
H5 -4.898 3.659 2.849
H6 -5.020 2.705 -1.568
H7 0.974 -1.775 -3.372
H8 3.545 -3.126 -0.251
H9 -2.926 2.281 3.041
H10 -2.904 1.058 -0.947
H11 1.065 -3.383 1.597
H12 1.941 -2.304 2.776
H13 0.213 -2.017 2.541
H14 -0.467 3.395 0.834
H15 0.924 2.557 0.090
H16 1.073 3.423 1.660

charge: 0
energy above the lowest of the compared OMol25 structures with the same formula, charge and spin: 48.5 kcal/mol
orbital gap: 8.2 eV
E: -2395.6399 a.u.
molar mass: 372.56 Da
E_LUMO: 0.11 eV


Computed, not measured: one molecule with the formula C14H16N4O4S3 in a non-equilibrium geometry, with ωB97M-V with the def2-TZVPD basis set.

CARTESIAN COORDINATES (ANGSTROEM)
N1 2.766 2.653 -2.992
O1 -3.929 -3.689 0.392
O2 -3.613 -3.598 2.799
O3 -3.241 3.863 0.359
O4 -1.940 3.792 2.388
N2 2.074 3.703 -0.836
N3 2.428 3.149 -1.929
S1 -0.535 -4.092 -0.175
C1 0.755 -4.558 2.042
C2 -0.555 -4.050 2.425
C3 0.917 -4.678 0.688
C4 -1.352 -3.748 1.344
C5 -2.204 -0.738 2.343
C6 -3.523 -0.678 0.315
C7 -2.018 0.638 2.278
C8 -3.262 0.681 0.250
C9 -2.914 -1.392 1.364
C10 -2.505 1.372 1.191
N4 1.792 -6.368 -0.756
C11 2.209 -5.246 0.091
C12 1.051 4.736 -0.985
C13 0.017 4.602 0.092
C14 -0.579 3.214 0.155
S2 -3.089 -3.177 1.467
S3 -2.175 3.160 1.066
H1 1.510 -4.914 2.768
H2 -0.901 -3.965 3.457
H3 -1.702 -1.297 3.141
H4 -4.119 -1.175 -0.454
H5 -1.424 1.157 3.044
H6 -3.720 1.215 -0.596
H7 1.055 -6.928 -0.260
H8 2.602 -6.983 -0.972
H9 2.887 -5.595 0.861
H10 2.790 -4.512 -0.489
H11 1.551 5.732 -0.937
H12 0.587 4.671 -1.980
H13 0.481 4.807 1.038
H14 -0.752 5.348 -0.105
H15 -0.758 2.778 -0.836
H16 0.108 2.555 0.697

charge: 0
orbital gap: 9.1 eV
E: -2257.4639 a.u.
molar mass: 400.51 Da
E_LUMO: -0.62 eV


Computed, not measured: a 2-piece molecular cluster, C14H16O overall in a non-equilibrium geometry, with ωB97M-V with the def2-TZVPD basis set.

CARTESIAN COORDINATES (ANGSTROEM)
C1 -2.399 1.422 0.671
C2 -0.207 2.563 0.093
C3 -1.100 2.086 1.026
C4 0.936 3.276 0.487
C5 -0.856 2.484 2.358
C6 1.269 3.424 1.811
C7 0.230 3.226 2.744
H1 -0.156 2.273 -0.930
H2 1.689 3.406 -0.285
H3 -2.822 2.023 -0.124
H4 -3.058 1.271 1.497
H5 -1.509 2.181 3.162
H6 2.216 3.858 2.088
H7 0.451 3.488 3.773
H8 -2.319 0.363 0.409
C8 2.113 -3.054 0.521
C9 -1.178 -2.052 -1.012
C10 -0.734 -1.654 -2.282
C11 -0.262 -2.640 -0.178
C12 1.059 -2.927 -0.570
C13 0.452 -2.145 -2.782
C14 1.391 -2.681 -1.893
O1 -1.590 -0.912 -3.043
H9 -2.194 -1.725 -0.810
H10 -0.611 -2.889 0.826
H11 0.766 -1.815 -3.768
H12 -1.129 -0.606 -3.830
H13 2.016 -2.153 1.112
H14 3.089 -2.973 0.048
H15 2.330 -3.131 -2.200
H16 2.115 -3.987 1.082

charge: 0
energy above the lowest of the compared OMol25 structures with the same formula, charge and spin: 29.3 kcal/mol
orbital gap: 9.1 eV
E: -618.2693 a.u.
molar mass: 200.28 Da
E_LUMO: 0.75 eV


Computed, not measured: a 2-piece molecular cluster, C14H16O overall in a non-equilibrium geometry, with ωB97M-V with the def2-TZVPD basis set.

CARTESIAN COORDINATES (ANGSTROEM)
C1 1.616 0.697 3.462
C2 0.715 -0.438 3.085
C3 -0.042 -1.131 4.032
C4 0.770 -0.915 1.772
C5 -1.029 -1.973 3.514
C6 -0.255 -1.661 1.264
C7 -1.154 -2.251 2.158
H1 2.705 0.618 3.423
H2 1.505 0.967 4.537
H3 0.044 -0.690 5.021
H4 1.524 -0.436 1.151
H5 -1.716 -2.557 4.121
H6 -0.287 -1.910 0.219
H7 -1.992 -2.737 1.688
H8 1.372 1.500 2.747
C8 0.949 -1.328 -2.995
C9 0.790 1.226 -3.150
C10 0.278 0.017 -2.795
C11 0.030 2.356 -2.782
C12 -1.263 2.334 -2.311
C13 -0.977 -0.026 -2.141
C14 -1.804 1.073 -1.928
O1 -1.946 3.457 -2.004
H9 1.696 1.309 -3.734
H10 0.486 3.307 -3.121
H11 0.270 -2.081 -3.422
H12 1.575 -1.652 -2.183
H13 -1.211 -1.042 -1.834
H14 -1.460 4.176 -2.421
H15 -2.779 1.063 -1.485
H16 1.589 -1.274 -3.884

charge: 0
energy above the lowest of the compared OMol25 structures with the same formula, charge and spin: 31.3 kcal/mol
orbital gap: 9.3 eV
E: -618.2661 a.u.
molar mass: 200.28 Da
E_LUMO: 0.82 eV


Computed, not measured: a 2-piece molecular cluster, C14H16O overall in a non-equilibrium geometry, with ωB97M-V with the def2-TZVPD basis set.

CARTESIAN COORDINATES (ANGSTROEM)
C1 -2.392 1.467 0.945
C2 -0.354 2.877 0.419
C3 -1.180 2.262 1.333
C4 0.873 3.405 0.860
C5 -0.809 2.214 2.684
C6 1.216 3.407 2.192
C7 0.406 2.737 3.106
H1 -0.483 2.962 -0.654
H2 1.406 4.019 0.148
H3 -2.493 1.296 -0.124
H4 -3.284 1.956 1.344
H5 -1.380 1.578 3.355
H6 2.052 3.993 2.559
H7 0.543 2.852 4.177
H8 -2.488 0.514 1.448
C8 1.687 -3.832 0.509
C9 -0.827 -1.498 -1.039
C10 -0.362 -1.452 -2.341
C11 -0.087 -2.180 -0.089
C12 1.040 -2.904 -0.464
C13 0.863 -2.008 -2.676
C14 1.561 -2.760 -1.743
O1 -1.264 -1.063 -3.302
H9 -1.709 -0.933 -0.781
H10 -0.410 -2.364 0.930
H11 1.250 -1.935 -3.686
H12 -0.819 -0.841 -4.123
H13 1.072 -4.678 0.841
H14 1.837 -3.421 1.502
H15 2.497 -3.210 -2.033
H16 2.659 -4.237 0.227

charge: 0
energy above the lowest of the compared OMol25 structures with the same formula, charge and spin: 19.2 kcal/mol
orbital gap: 9.2 eV
E: -618.2855 a.u.
molar mass: 200.28 Da
E_LUMO: 0.83 eV


Computed, not measured: a 2-piece molecular cluster, C14H17BrN2O overall in a non-equilibrium geometry, with ωB97M-V with the def2-TZVPD basis set.

CARTESIAN COORDINATES (ANGSTROEM)
Br1 -4.802 -4.423 2.155
C1 -3.205 -3.952 1.020
C2 -3.622 -4.348 -0.508
C3 -2.368 -4.293 -1.514
C4 -1.730 -2.808 -1.378
C5 -2.635 -1.543 -1.290
N1 -2.212 -0.189 -1.134
C6 -0.775 -0.174 -1.062
C7 -0.093 1.246 -0.847
C8 1.432 1.472 -0.786
C9 2.395 0.217 -0.941
C10 1.724 -1.167 -1.115
C11 0.176 -1.387 -1.182
N2 -0.306 -2.733 -1.348
H1 -2.295 -4.580 1.340
H2 -2.979 -2.835 1.126
H3 -3.999 -5.431 -0.460
H4 -4.478 -3.649 -0.791
H5 -1.595 -5.072 -1.145
H6 -2.627 -4.525 -2.606
H7 -3.775 -1.717 -1.356
H8 -0.770 2.157 -0.731
H9 1.946 2.491 -0.649
H10 3.541 0.306 -0.933
H11 2.387 -2.092 -1.201
C12 2.404 4.161 2.567
C13 2.742 4.768 1.231
O1 2.097 4.499 0.233
C14 3.908 5.719 1.176
H12 1.543 3.498 2.456
H13 3.250 3.578 2.935
H14 2.148 4.949 3.279
H15 4.821 5.205 1.483
H16 3.719 6.576 1.826
H17 4.034 6.077 0.152

charge: 0
energy above the lowest of the compared OMol25 structures with the same formula, charge and spin: 0.0 kcal/mol
orbital gap: 7.8 eV
E: -3302.2366 a.u.
molar mass: 309.21 Da
E_LUMO: -0.71 eV


Computed, not measured: C14H17Cl2F9O3Pt as an isolated structure in a non-equilibrium geometry, with ωB97M-V with the def2-TZVPD basis set.

CARTESIAN COORDINATES (ANGSTROEM)
C1 0.321 -1.072 -1.668
C2 1.187 0.071 -2.064
C3 0.390 1.211 -2.173
C4 2.565 -0.048 -2.494
C5 -0.986 0.804 -2.162
C6 -1.053 -0.574 -1.915
C7 -2.233 -1.441 -2.094
C8 0.706 -2.465 -2.032
C9 0.851 2.570 -2.591
C10 -2.134 1.682 -2.485
Pt1 -0.003 -0.657 0.486
Cl1 3.899 1.739 -0.704
Cl2 2.023 -1.735 0.596
O1 -1.681 0.412 0.445
H1 3.014 -1.022 -2.307
H2 3.178 0.675 -1.833
H3 2.729 0.310 -3.527
H4 1.820 2.791 -2.130
H5 0.122 3.343 -2.309
H6 0.974 2.638 -3.689
H7 -2.048 2.679 -2.033
H8 -3.069 1.234 -2.141
H9 -2.223 1.829 -3.572
H10 -3.145 -0.938 -1.729
H11 -2.118 -2.371 -1.531
H12 -2.394 -1.671 -3.174
H13 1.730 -2.665 -1.701
H14 0.648 -2.614 -3.138
H15 0.054 -3.178 -1.520
H16 -1.596 0.993 1.263
O2 -0.987 -2.396 0.715
H17 -1.521 -2.210 1.500
F1 -1.426 2.029 4.027
C11 -1.290 0.692 4.194
F2 -1.501 0.416 5.517
F3 -2.268 0.102 3.459
C12 0.112 0.178 3.710
O3 0.380 0.454 2.435
C13 1.197 1.048 4.627
F4 1.077 0.919 5.997
F5 2.468 0.680 4.310
F6 1.021 2.358 4.323
C14 0.309 -1.323 4.167
F7 0.351 -1.481 5.524
F8 -0.740 -2.061 3.679
F9 1.454 -1.846 3.659

charge: -2
⟨S²⟩: 6.024
energy above the lowest of the compared OMol25 structures with the same formula, charge and spin: 0.0 kcal/mol
orbital gap (spin up / spin down): 4.9 / 6.2 eV
E: -2707.8115 a.u.
spin multiplicity: 5
molar mass: 670.25 Da
E_LUMO (spin up / spin down): 4.74 / 4.50 eV


Computed, not measured: C14H17ClN5O5Ru as an isolated structure, with ωB97M-V with the def2-TZVPD basis set.

CARTESIAN COORDINATES (ANGSTROEM)
Ru1 -0.435 0.160 -0.248
C1 -2.872 -3.670 0.963
O1 -3.439 -2.347 0.717
C2 -2.646 -1.397 0.354
O2 -1.415 -1.554 0.154
N1 -3.249 -0.213 0.165
N2 -2.393 0.893 -0.015
H1 -3.704 -4.260 1.325
H2 -2.088 -3.595 1.710
H3 -2.488 -4.079 0.032
H4 -4.197 -0.065 0.485
H5 -2.344 1.436 0.850
H6 -2.747 1.482 -0.765
Cl1 4.317 0.598 5.187
C3 2.973 0.579 4.111
C4 1.719 1.047 4.544
C5 0.634 1.042 3.706
C6 0.736 0.581 2.385
O3 -0.367 0.590 1.654
C7 1.994 0.103 1.946
C8 2.254 -0.419 0.664
O4 1.481 -0.517 -0.324
C9 3.104 0.112 2.838
H7 1.616 1.415 5.557
H8 -0.324 1.402 4.057
H9 3.269 -0.781 0.482
H10 4.064 -0.254 2.496
C10 0.822 2.875 -3.972
N3 0.393 1.475 -3.793
C11 0.357 0.573 -4.826
C12 0.004 -0.716 -4.642
C13 -0.348 -1.139 -3.324
N4 -0.375 -0.223 -2.354
C14 0.026 1.040 -2.578
O5 0.027 1.759 -1.528
N5 -0.654 -2.393 -3.027
H11 1.263 2.973 -4.959
H12 1.562 3.117 -3.213
H13 -0.034 3.539 -3.879
H14 0.645 0.958 -5.794
H15 0.004 -1.404 -5.474
H16 -0.629 -3.116 -3.727
H17 -0.834 -2.659 -2.072

charge: +2
⟨S²⟩: 0.755
energy above the lowest of the compared OMol25 structures with the same formula, charge and spin: 0.0 kcal/mol
orbital gap (spin up / spin down): 7.7 / 6.4 eV
E: -1748.2956 a.u.
spin multiplicity: 2
molar mass: 471.84 Da
E_LUMO (spin up / spin down): -5.99 / -7.37 eV


Computed, not measured: a 2-piece molecular cluster, C14H17F overall, with ωB97M-V with the def2-TZVPD basis set.

CARTESIAN COORDINATES (ANGSTROEM)
C1 -1.059 -0.512 -0.278
C2 -2.451 1.266 -1.061
C3 -1.490 -1.306 -1.321
C4 -2.873 0.471 -2.108
C5 -1.545 0.786 -0.115
C6 -2.410 -0.832 -2.249
C7 0.735 -0.585 3.041
C8 -1.722 2.645 1.517
C9 -1.103 1.577 1.029
C10 1.716 -0.176 2.490
C11 -2.873 -1.702 -3.377
C12 2.791 0.524 0.389
C13 4.105 -0.639 2.228
C14 2.955 0.310 1.893
F1 3.255 1.552 2.467
H1 -0.347 -0.900 0.437
H2 -2.822 2.276 -0.983
H3 -1.111 -2.315 -1.421
H4 -3.576 0.867 -2.828
H5 -0.220 1.207 1.529
H6 -0.145 -0.941 3.487
H7 -2.628 3.042 1.090
H8 -1.338 3.166 2.378
H9 -2.173 -1.641 -4.211
H10 -2.928 -2.742 -3.062
H11 -3.851 -1.390 -3.735
H12 2.489 -0.405 -0.087
H13 3.733 0.858 -0.039
H14 2.032 1.281 0.202
H15 5.028 -0.268 1.788
H16 4.230 -0.699 3.307
H17 3.893 -1.632 1.841

charge: 0
energy above the lowest of the compared OMol25 structures with the same formula, charge and spin: 0.0 kcal/mol
orbital gap: 9.2 eV
E: -643.4479 a.u.
molar mass: 204.29 Da
E_LUMO: 0.86 eV